C13H23N4O2P2Zn as an isolated structure at a distorted geometry. Source: the Open Molecules 2025 dataset; level of theory: ωB97M-V with the def2-TZVPD basis set.

CARTESIAN COORDINATES (ANGSTROEM)
Zn -0.051 0.469 0.454
P 2.171 -0.677 0.755
C 2.467 -1.770 -0.724
C 1.192 -1.572 -1.515
N 0.005 -0.927 -1.141
C -1.222 -1.284 -1.682
C -1.293 -2.230 -2.709
C -0.098 -2.709 -3.248
C 1.130 -2.278 -2.738
C -2.532 -0.654 -1.125
P -2.177 0.949 -0.243
H 2.079 -2.639 -3.105
H -2.276 -2.556 -3.079
H -0.113 -3.467 -4.030
H -3.293 -0.481 -1.912
H -3.033 -1.316 -0.391
H 2.574 1.444 -1.827
H 3.379 -1.353 -1.366
H 0.838 3.734 -0.483
O 1.739 2.010 -1.844
H 1.232 1.540 -2.500
H -0.499 1.899 0.788
O 0.167 3.731 0.166
H 0.432 4.262 0.896
C -2.533 2.176 -1.536
H -3.558 2.049 -1.908
H -2.410 3.188 -1.132
H -1.840 2.049 -2.377
C -3.485 1.100 0.983
H -3.282 1.966 1.619
H -4.466 1.222 0.518
H -3.505 0.211 1.620
C 2.081 -2.328 1.618
H 3.094 -2.737 1.419
H 1.802 -2.275 2.681
H 1.360 -2.896 0.999
C 3.700 0.196 1.355
H 3.630 0.497 2.424
H 4.533 -0.509 1.208
H 3.866 1.106 0.746
N -0.298 1.068 2.373
C -0.504 0.595 3.433
N -0.943 0.337 4.571
C -0.272 -0.294 5.510
N 0.209 -0.845 6.479

Cartesian forces, eV/Å:
2.73 -2.88 -0.66
0.85 -1.35 -0.16
-0.88 5.28 -2.53
0.81 -0.48 -0.10
-0.83 -0.34 1.02
0.27 -0.79 -0.81
-0.87 0.97 1.04
1.68 0.17 0.03
-1.36 -0.88 -0.33
1.03 -0.32 0.26
-1.66 0.44 -1.36
-0.10 -0.26 -0.21
0.61 0.15 0.16
-0.01 0.37 0.01
0.58 0.13 0.25
0.49 0.11 -0.22
-1.42 1.24 0.15
-1.69 -1.37 1.01
1.46 -0.09 -1.19
1.84 -1.10 0.50
-0.53 -0.17 -0.56
-0.88 1.50 -0.02
-2.13 -1.12 0.45
0.48 0.70 0.85
0.36 0.38 0.06
0.23 -0.07 0.21
0.00 -0.22 -0.12
-0.10 0.01 0.22
0.21 0.13 0.60
-0.08 -0.06 -0.02
0.17 -0.02 -0.16
0.06 0.10 -0.04
-0.29 0.67 0.95
-0.76 0.06 0.52
0.18 -0.32 -0.26
0.35 0.18 0.69
-0.23 -0.22 -0.21
-0.07 -0.33 -0.71
-0.13 0.37 0.17
-0.07 -0.48 0.29
0.29 -0.31 -1.18
-0.84 0.93 1.08
0.02 -0.34 -0.45
2.48 -3.03 5.70
-2.24 2.68 -4.95

Results
Total charge: +1
E_HOMO (alpha / beta): -10.6 / -10.0 eV